1.
This record from the Open Molecules 2025 dataset describes a 9-piece molecular cluster, C27H73F2N5O12S2 overall. The level of theory is ωB97M-V/def2-TZVPD.

The value obtained for the orbital gap is 8.2226 eV. The total energy comes out at -88302.7450 eV. For the HOMO energy, the calculation gives -8.7 eV.

Last column: Mulliken charge in e.
Atoms and positions in Å:
O 0.49416 -2.76789 1.77442  -0.324
H 0.79051 -2.02137 1.09452  0.483
H 0.52599 -2.34233 2.65255  0.499
H -0.46312 -3.01786 1.57579  0.508
N 1.37470 -0.90309 0.13491  -0.459
S 1.23821 0.68990 0.15288  0.555
O -0.10302 1.19738 0.15499  -0.231
O 2.28537 1.41393 -0.50802  -0.572
F 1.70609 0.82921 1.66991  -0.387
S 1.07679 -1.02017 -1.53212  0.517
O 2.25248 -0.86550 -2.33135  -0.469
O -0.20765 -0.59318 -2.01255  -0.251
F 0.87456 -2.61587 -1.49213  -0.369
C 5.07250 -3.62403 -3.34260  -0.996
C 5.50827 -2.18957 -3.39814  0.273
O 6.90842 -2.01668 -3.18570  -0.590
H 5.79535 -4.23429 -3.88758  0.371
H 4.05064 -3.69762 -3.70550  0.267
H 5.15157 -4.00487 -2.32173  0.120
H 4.86229 -1.55022 -2.78764  -0.148
H 5.36946 -1.82005 -4.42441  0.407
H 7.10579 -1.07761 -3.17144  0.308
C -0.66482 -0.25350 -5.78220  -0.646
C -1.96725 -0.41360 -6.49760  -0.367
O -3.06325 0.21345 -5.86017  -0.538
H 0.19575 -0.68646 -6.29829  0.454
H -0.71917 -0.67983 -4.78006  -0.071
H -0.30545 0.77797 -5.71517  0.207
H -2.19862 -1.45987 -6.74772  0.235
H -1.93546 0.01267 -7.51388  0.403
H -3.64502 0.64569 -6.48118  0.298
C 5.39499 -3.51801 0.61252  -1.382
C 4.30550 -2.54989 0.19639  0.356
O 3.57464 -2.06386 1.31050  -0.643
H 5.09633 -4.36645 1.23247  0.348
H 6.14652 -3.02432 1.23118  0.342
H 5.85983 -3.90330 -0.29435  0.334
H 3.57599 -2.94776 -0.51778  0.142
H 4.81657 -1.70003 -0.27318  0.111
H 2.82302 -1.55492 0.95948  0.561
C -1.41472 -5.32545 2.79129  -2.283
C -2.65866 -4.43171 2.63277  1.130
C -2.99261 -4.01629 4.09685  -1.072
C -3.99455 -2.87528 4.19192  -0.894
C -3.58897 -1.69649 3.31008  -1.167
C -3.25217 -2.02999 1.85551  1.470
N -2.38988 -3.20840 1.87483  0.900
O -1.86661 -3.52922 0.58021  -0.476
C -4.57885 -2.20902 1.08639  -1.593
C -2.45429 -0.84890 1.28419  -1.330
C -3.80037 -5.26216 2.02092  -1.460
H -1.64582 -6.16646 3.43911  0.556
H -0.57500 -4.75099 3.18594  0.425
H -1.05893 -5.70807 1.83154  0.420
H -3.49417 -4.87684 4.54799  0.349
H -2.09523 -3.77696 4.66738  0.415
H -4.09243 -2.62154 5.24725  0.445
H -4.97315 -3.21556 3.84076  0.332
H -2.74588 -1.15189 3.75112  0.432
H -4.41338 -0.98423 3.40727  0.400
H -4.45500 -2.71209 0.12219  0.308
H -5.26305 -2.85633 1.63667  0.369
H -5.07581 -1.26089 0.89112  0.418
H -1.52945 -0.60991 1.80655  -0.270
H -2.20217 -1.03168 0.23809  0.335
H -3.09797 0.03168 1.30323  0.325
H -4.74711 -4.89543 2.41828  0.340
H -3.65124 -6.33734 2.10682  0.472
H -3.92978 -5.16179 0.93643  0.194
H -2.63061 -3.86774 0.08240  0.435
C 1.77647 3.31449 -3.36667  -1.116
C 3.30294 3.17432 -3.41027  0.380
C 4.03436 3.73528 -2.15612  -0.449
O 3.73921 5.08455 -1.92374  -0.343
C 4.26900 5.58983 -0.72988  -0.719
N 3.60550 1.75659 -3.61232  -0.613
H 1.42606 4.32812 -3.18461  0.466
H 1.34632 2.64107 -2.62415  -0.049
H 1.40424 2.96595 -4.33287  0.336
H 3.75506 3.67483 -4.26814  0.376
H 5.07607 3.57254 -2.48112  0.337
H 3.83196 3.20638 -1.21857  0.214
H 3.79297 5.18294 0.16712  0.235
H 4.11224 6.66869 -0.71541  0.265
H 5.35484 5.45994 -0.67155  0.320
H 3.17815 1.11986 -2.94786  0.256
H 4.60259 1.62297 -3.45279  0.212
C -2.33493 2.29720 -2.80950  -1.597
C -3.03742 1.15462 -2.06499  2.790
C -4.49918 1.42655 -1.68066  -0.898
O -4.66834 2.66170 -1.01040  -0.429
C -4.14233 2.66713 0.28399  -0.184
N -2.99447 -0.07556 -2.87552  -0.782
H -2.26473 3.22216 -2.22924  0.386
H -2.91165 2.49162 -3.71215  0.375
H -1.28848 2.01027 -2.91819  0.246
H -2.53431 0.90431 -1.12809  -1.344
H -4.85635 0.54397 -1.14008  0.186
H -5.08308 1.49786 -2.59947  0.359
H -4.00029 3.62224 0.78525  0.383
H -3.13374 2.22666 0.33222  -0.207
H -4.71482 1.99454 0.94008  0.303
H -2.99839 0.14658 -3.87453  0.230
H -2.04784 -0.42788 -2.76180  0.505
C 0.06904 6.00937 5.14609  -1.372
C 0.64359 4.66152 5.52141  0.533
C 0.53072 3.66683 4.36049  -0.515
O -0.80130 3.19784 4.33585  -0.441
C -1.10762 2.27238 3.33151  -0.529
N 2.05696 4.71044 5.97011  -0.782
H 0.13913 6.69304 5.99540  0.370
H -0.98999 5.87668 4.93443  0.329
H 0.65316 6.47142 4.34864  0.329
H 0.10411 4.25921 6.38200  0.218
H 1.20206 2.79507 4.40631  0.251
H 0.76277 4.12123 3.38180  0.275
H -2.05351 1.75866 3.51176  0.248
H -0.37806 1.46342 3.21567  0.153
H -1.23521 2.79042 2.37554  0.337
H 2.40344 3.75657 5.88536  0.299
H 2.61156 5.12430 5.21454  0.283

2.
This record from the Open Molecules 2025 dataset describes a 5-piece molecular cluster, C27H76FN14O6P4S overall. The level of theory is ωB97M-V/def2-TZVPD.

The value obtained for the orbital gap is 6.6818 eV. As for the charge: +1. The total energy comes out at -113075.5902 eV. For the HOMO energy, the calculation gives -9.5 eV.

Last column: Mulliken charge in e.
Atoms and positions in Å:
O 9.48611 -2.51543 1.28435  -0.511
S 8.98222 -2.64145 -0.03229  1.096
O 9.24772 -1.60255 -0.95010  -0.496
F 9.36416 -4.01547 -0.60866  -0.176
C 7.25379 -2.84825 0.14771  -0.193
C 6.45594 -3.88880 -0.15355  -0.049
N 5.19655 -3.49629 0.24667  0.175
C 5.24157 -2.27809 0.74732  -0.381
N 6.48874 -1.84745 0.70301  0.044
H 6.72825 -4.82350 -0.60665  0.473
H 4.36243 -4.06773 0.16430  0.195
H 4.38995 -1.71686 1.10467  0.563
H 6.84316 -0.95402 1.01630  0.270
O 3.02585 -0.20792 -0.32161  -0.737
P 2.18602 0.63096 -1.25732  0.400
N 1.93477 2.06307 -0.34837  0.232
C 1.21682 1.99497 0.91521  -0.886
C 3.17202 2.81639 -0.20024  -1.112
N 0.83660 -0.40996 -1.34907  0.262
C -0.51085 -0.06683 -0.94826  -1.126
C 1.14384 -1.81131 -1.08295  -1.032
N 1.79357 1.38508 -2.79292  0.194
C 2.82069 1.16803 -3.82597  -0.959
C 1.27261 2.74466 -2.90220  -0.994
H 1.13818 2.99675 1.34043  0.372
H 1.70768 1.35033 1.65714  0.234
H 0.19847 1.64173 0.77624  0.248
H 3.61137 3.02220 -1.18272  0.295
H 3.91903 2.27700 0.39773  0.233
H 2.97448 3.77919 0.27082  0.397
H -0.64949 -0.15037 0.13648  0.423
H -1.22435 -0.74263 -1.42510  0.328
H -0.78510 0.94007 -1.26696  0.259
H 1.20275 -2.03248 -0.00942  0.300
H 2.09442 -2.07726 -1.54183  0.279
H 0.38641 -2.46289 -1.52313  0.454
H 3.72568 1.75837 -3.64182  0.321
H 2.43219 1.42708 -4.81035  0.348
H 3.10351 0.11066 -3.85514  0.315
H 2.03053 3.51562 -2.73431  0.254
H 0.44925 2.92101 -2.21868  0.264
H 0.88396 2.88011 -3.91317  0.464
O -0.14524 -4.23115 1.39122  -0.938
P -0.76001 -5.61237 1.41050  0.750
N -1.29437 -5.70093 3.03819  0.228
C -0.34805 -5.50063 4.12349  -0.999
C -2.49281 -4.88540 3.24126  -1.503
N 0.75236 -6.42607 1.08108  0.323
C 1.41780 -7.31975 1.99877  -1.092
C 1.72272 -5.68517 0.30388  -1.018
N -1.55436 -7.14208 0.96172  0.129
C -2.44607 -7.01684 -0.20389  -0.996
C -2.15835 -8.03678 1.94045  -0.913
H -0.86701 -5.60930 5.07713  0.367
H 0.12384 -4.50978 4.10734  0.289
H 0.43569 -6.25521 4.11479  0.292
H -3.27244 -5.17918 2.52786  0.228
H -2.29915 -3.81722 3.10417  0.499
H -2.90009 -5.04000 4.24011  0.455
H 1.99351 -6.77337 2.76076  0.389
H 2.11596 -7.96497 1.45636  0.341
H 0.71803 -7.98776 2.49968  0.216
H 2.29963 -4.96937 0.92962  0.158
H 1.24420 -5.11677 -0.48917  0.282
H 2.42269 -6.38309 -0.16732  0.531
H -3.36915 -6.47842 0.03607  0.310
H -2.70867 -8.00058 -0.59281  0.372
H -1.93568 -6.47524 -1.00652  0.310
H -3.11481 -7.67623 2.33577  0.297
H -1.49489 -8.22760 2.77661  0.257
H -2.33658 -8.99139 1.43787  0.388
O -4.36196 -2.07117 3.88240  -0.771
P -5.66886 -1.34759 3.98994  0.487
N -5.43958 -0.34608 5.36917  0.176
C -5.21995 -0.95532 6.67126  -0.932
C -4.44262 0.68362 5.10662  -1.132
N -6.71824 -2.67258 4.26503  0.258
C -7.55726 -2.82278 5.43311  -1.070
C -6.25288 -3.97072 3.79520  -0.967
N -6.98358 -0.37731 3.33950  0.132
C -6.78627 -0.00703 1.92862  -0.967
C -7.57735 0.73790 4.06292  -0.918
H -5.10976 -0.17167 7.42312  0.381
H -4.32133 -1.58617 6.70580  0.264
H -6.07152 -1.55533 6.97974  0.248
H -4.71803 1.26086 4.21689  0.290
H -3.44420 0.26099 4.93842  0.302
H -4.39359 1.38370 5.94134  0.372
H -7.00038 -3.21873 6.29225  0.384
H -8.37243 -3.51886 5.21958  0.347
H -8.02956 -1.88213 5.72072  0.243
H -5.55563 -4.44494 4.49992  0.248
H -5.74891 -3.88036 2.83630  0.271
H -7.10936 -4.63359 3.65509  0.431
H -6.01163 0.75890 1.80361  0.316
H -7.71520 0.36536 1.49679  0.356
H -6.49004 -0.88690 1.35021  0.305
H -6.94844 1.63639 4.08176  0.303
H -7.82125 0.47099 5.08517  0.252
H -8.51356 0.99035 3.55878  0.401
O 1.38284 5.75422 -4.33064  -0.887
P 2.19302 6.95601 -4.71230  0.590
N 1.01752 8.20648 -4.78189  0.190
C -0.05679 8.13027 -5.76010  -0.928
C 0.48807 8.50037 -3.45582  -1.136
N 2.75786 6.44916 -6.24717  0.269
C 2.50401 7.15198 -7.48561  -1.093
C 2.80595 5.01013 -6.47192  -0.895
N 3.54939 8.06026 -4.52216  0.120
C 4.41796 7.71993 -3.38408  -0.994
C 3.41243 9.50658 -4.62156  -0.914
H -0.69353 9.01171 -5.66651  0.376
H -0.68950 7.24126 -5.63704  0.267
H 0.32765 8.13902 -6.77619  0.246
H 1.30470 8.73774 -2.76475  0.283
H -0.07338 7.65634 -3.03692  0.309
H -0.16400 9.37332 -3.49436  0.381
H 1.50984 6.92536 -7.89128  0.398
H 3.24151 6.86030 -8.23768  0.356
H 2.60092 8.23248 -7.36924  0.241
H 1.82748 4.59767 -6.75414  0.268
H 3.14405 4.48766 -5.58020  0.217
H 3.51841 4.79186 -7.27035  0.396
H 3.95088 7.95212 -2.41955  0.317
H 5.36390 8.25757 -3.44963  0.361
H 4.65106 6.65096 -3.40001  0.306
H 2.93941 9.96598 -3.74524  0.307
H 2.85300 9.79837 -5.50328  0.254
H 4.41850 9.92196 -4.72027  0.397